1.
The following is a DFT calculation (ωB97M-V/def2-TZVPD) of one molecule with the formula C18H13BrFN3O4.

For the frontier orbital gap, the calculation gives 8.32 eV. The HOMO energy comes out at -8.63 eV. The multiplicity is 1. The total energy comes out at -104298.303 eV.

Each line ends with the natural charge from an NBO analysis.
CARTESIAN COORDINATES (ANGSTROEM)
O -0.618 2.444 1.074  -0.58
C -1.603 1.794 0.858  0.79
C -2.755 1.634 1.836  -0.34
N -3.695 0.611 1.466  -0.60
C -4.894 0.937 0.910  0.67
O -5.278 2.084 0.815  -0.61
C -5.711 -0.227 0.454  -0.12
C -5.665 -1.472 1.074  -0.21
C -6.464 -2.507 0.618  -0.19
C -7.311 -2.320 -0.461  -0.27
C -7.353 -1.073 -1.060  0.40
F -8.178 -0.881 -2.107  -0.32
C -6.575 -0.022 -0.617  -0.24
O -1.826 1.117 -0.276  -0.50
C -0.820 1.230 -1.273  -0.11
C 0.492 0.627 -0.846  0.26
C 0.554 -0.418 0.035  -0.41
C 1.801 -0.949 0.462  0.64
O 2.001 -1.861 1.235  -0.61
N 2.932 -0.279 -0.135  -0.38
C 4.172 -0.699 0.226  0.03
C 5.285 -0.126 -0.299  -0.15
Br 6.998 -0.737 0.224  0.09
C 5.166 0.927 -1.237  -0.18
C 3.925 1.345 -1.594  -0.21
C 2.757 0.749 -1.041  0.41
N 1.578 1.190 -1.394  -0.51
H -2.341 1.453 2.833  0.23
H -3.309 2.581 1.856  0.27
H -3.345 -0.327 1.363  0.40
H -5.031 -1.632 1.933  0.22
H -6.430 -3.468 1.108  0.22
H -7.937 -3.115 -0.832  0.23
H -6.632 0.948 -1.085  0.25
H -1.216 0.707 -2.147  0.22
H -0.647 2.282 -1.524  0.22
H -0.335 -0.867 0.447  0.23
H 4.185 -1.508 0.945  0.27
H 6.056 1.377 -1.649  0.24
H 3.767 2.143 -2.299  0.25

Atomic forces in eV per Å
-0.089 0.055 -0.031
-0.056 0.150 0.315
-0.061 0.133 0.039
0.187 -0.124 0.245
0.128 -0.167 0.182
-0.118 0.202 -0.181
-0.322 -0.219 -0.153
0.106 0.135 0.007
-0.005 -0.012 -0.054
-0.058 0.124 -0.094
0.135 -0.011 0.139
0.058 -0.004 0.071
-0.045 -0.048 -0.033
-0.192 -0.245 -0.165
0.230 0.273 -0.209
0.253 -0.339 0.299
-0.047 0.043 -0.101
-0.330 0.003 -0.036
0.094 -0.155 0.149
-0.300 0.464 -0.388
1.020 -0.205 0.161
-0.214 -0.350 0.314
-0.194 0.067 -0.053
-0.288 0.044 -0.043
0.406 -0.099 0.080
0.011 -0.136 0.072
-0.299 0.405 -0.351
0.016 0.082 -0.170
0.200 -0.141 0.041
-0.140 0.062 -0.067
0.054 -0.004 0.081
-0.008 -0.073 0.042
-0.071 -0.062 -0.054
-0.030 0.090 -0.052
0.057 0.077 0.098
-0.019 -0.179 0.031
-0.041 -0.037 0.049
-0.034 0.075 -0.068
0.042 0.063 -0.057
-0.038 0.064 -0.054

=====

2.
The following is a DFT calculation (ωB97M-V/def2-TZVPD) of one molecule with the formula C3H4N2O.

For the frontier orbital gap, the calculation gives 10.89 eV. The HOMO energy comes out at -9.85 eV. The multiplicity is 1. The calculation puts the energy above the lowest of the compared OMol25 structures with the same formula, charge and spin at 44.06 kcal per mole. The total energy comes out at -8201.975 eV.

Each line ends with the natural charge from an NBO analysis.
CARTESIAN COORDINATES (ANGSTROEM)
N 1.306 -1.120 0.696  -0.83
C 0.315 -0.188 0.327  0.29
C -0.303 -0.079 -0.954  -0.38
C -1.114 0.993 -0.810  0.14
O -1.009 1.495 0.428  -0.28
N -0.110 0.741 1.148  -0.16
H 0.900 -1.963 1.088  0.38
H 1.929 -0.718 1.386  0.38
H -0.121 -0.679 -1.832  0.24
H -1.787 1.513 -1.480  0.21

Atomic forces in eV per Å
-0.014 0.024 0.088
-0.102 0.150 0.078
-0.052 0.068 0.007
0.041 -0.062 -0.027
-0.136 0.126 -0.160
0.254 -0.307 -0.200
0.052 0.052 -0.150
-0.100 -0.010 0.063
-0.051 0.057 0.156
0.109 -0.099 0.146

=====

3.
The following is a DFT calculation (ωB97M-V/def2-TZVPD) of an isolated ion of composition C8H11N2O3S and charge +1.

For the frontier orbital gap (alpha / beta), the calculation gives 8.63 / 8.63 eV. The HOMO energy (alpha / beta) comes out at -13.82 / -13.81 eV. The multiplicity is 1. The calculation puts the energy above the lowest of the compared OMol25 structures with the same formula, charge and spin at 113.62 kcal per mole. The net charge is +1. The total energy comes out at -28420.408 eV.

Each line ends with the natural charge from an NBO analysis.
CARTESIAN COORDINATES (ANGSTROEM)
C 0.894 -2.838 -0.182  -0.70
C 0.210 -1.611 0.314  0.44
N -1.247 -1.715 0.782  -0.05
O -1.718 -0.424 1.037  -0.60
S -1.803 0.599 -0.212  2.33
C -3.568 0.737 -0.426  -0.84
O -1.290 -0.073 -1.385  -0.93
O -1.237 1.796 0.328  -0.92
N 0.850 -0.360 0.163  -0.39
C 1.586 -0.041 -0.915  0.14
C 2.237 1.181 -0.883  -0.24
C 2.079 2.099 0.153  -0.05
C 1.531 1.656 1.380  -0.21
C 0.950 0.393 1.307  0.13
H 0.233 -3.784 0.003  0.29
H 1.763 -2.810 0.386  0.24
H 0.986 -2.780 -1.359  0.26
H -3.873 1.567 0.146  0.26
H -3.635 0.842 -1.588  0.28
H -3.971 -0.091 0.016  0.26
H 1.622 -0.698 -1.683  0.24
H 2.828 1.309 -1.762  0.26
H 2.591 3.099 -0.093  0.27
H 1.503 2.133 2.277  0.26
H 0.478 -0.183 2.196  0.27

Atomic forces in eV per Å
-3.488 -0.747 -2.153
-7.981 -1.700 1.063
7.691 0.680 -2.106
0.079 -0.615 0.435
-1.061 0.186 -1.000
2.220 1.490 -3.103
0.023 0.684 0.714
-0.089 0.049 -0.632
1.154 0.323 1.847
0.020 2.853 2.745
-0.868 -1.280 -0.603
1.595 1.025 -0.094
-0.196 -2.436 -3.949
-0.995 -1.060 1.818
1.314 1.896 -0.061
2.255 -0.802 0.380
0.327 -0.086 2.383
-0.470 1.325 0.260
-0.489 -0.202 2.354
-1.225 -2.445 0.464
0.048 -1.817 -2.311
0.337 0.922 -0.303
-1.089 -1.444 1.164
0.050 1.632 2.190
0.839 1.570 -1.503

=====

4.
The following is a DFT calculation (ωB97M-V/def2-TZVPD) of C18H41CeN2P3S2 as an isolated structure.

For the frontier orbital gap (alpha / beta), the calculation gives 5.08 / 5.08 eV. The HOMO energy (alpha / beta) comes out at -20.44 / -20.44 eV. The multiplicity is 1. The calculation puts the energy above the lowest of the compared OMol25 structures with the same formula, charge and spin at 0.00 kcal per mole. The net charge is +4. The total energy comes out at -84733.569 eV.

Each line ends with the Löwdin charge.
CARTESIAN COORDINATES (ANGSTROEM)
Ce 0.289 -0.821 -0.901  0.25
P -0.672 1.476 0.753  0.74
P -2.625 -0.896 -0.975  0.76
P 2.665 0.834 -0.351  0.74
H 1.123 -2.698 -5.987  0.12
C 2.094 -2.640 -5.508  0.22
C 2.345 -3.318 -4.324  -0.13
H 1.615 -4.089 -4.050  0.12
C -1.010 2.930 -0.325  -0.22
C -2.258 1.521 1.677  -0.24
C 0.332 2.366 2.010  -0.24
C -2.977 -2.469 -1.873  -0.22
C -3.865 -0.976 0.375  -0.21
C -3.396 0.409 -2.006  -0.22
C 3.998 0.160 -1.426  -0.24
C 3.595 1.010 1.199  -0.23
C 2.641 2.574 -0.930  -0.23
H 2.888 -2.071 -5.973  0.14
H 3.372 -3.389 -3.932  0.13
H -1.142 3.803 0.331  0.08
H -1.915 2.757 -0.916  0.04
H -0.177 3.095 -1.015  0.03
H -2.274 2.412 2.326  0.08
H -2.392 0.627 2.298  0.02
H -3.110 1.573 0.986  0.05
H -0.270 3.225 2.344  0.08
H 1.263 2.766 1.587  0.03
H 0.554 1.715 2.870  0.03
H -3.982 -2.837 -1.578  0.08
H -2.218 -3.201 -1.541  0.05
H -2.907 -2.366 -2.974  0.04
H -4.549 -0.114 0.335  0.07
H -3.363 -0.983 1.351  0.03
H -4.446 -1.902 0.259  0.07
H -4.234 -0.051 -2.548  0.08
H -2.667 0.825 -2.719  0.04
H -3.770 1.212 -1.352  0.05
H 4.696 0.982 -1.650  0.08
H 3.596 -0.274 -2.358  -0.01
H 4.511 -0.645 -0.874  0.07
H 4.372 1.772 1.051  0.09
H 4.062 0.047 1.439  0.06
H 2.942 1.303 2.028  0.04
H 3.686 2.855 -1.120  0.07
H 2.213 3.251 -0.182  0.05
H 2.061 2.652 -1.858  0.05
C 0.283 -1.091 -4.043  -0.67
C 0.449 0.197 -4.596  -0.10
C -0.501 0.678 -5.487  0.00
C -1.500 -0.189 -5.954  0.03
C -1.647 -1.486 -5.440  -0.01
C -0.777 -1.935 -4.445  -0.12
S 1.607 -1.708 -3.096  0.95
H 0.572 0.608 -2.156  -0.04
H 1.368 0.726 -4.341  0.12
H -0.434 1.712 -5.838  0.15
H -2.134 0.162 -6.777  0.15
H -2.414 -2.153 -5.862  0.15
H -0.855 -2.943 -4.020  0.13
N 1.768 -1.565 3.552  0.17
C 0.586 -1.113 3.122  -0.77
N -0.057 -0.210 3.900  0.15
S -0.073 -1.701 1.661  0.68
H 2.098 -1.325 4.482  0.15
H 2.288 -2.255 3.011  0.14
H -1.005 0.093 3.651  0.11
H 0.263 -0.065 4.857  0.16

Atomic forces in eV per Å
-1.073 0.792 2.062
-0.438 1.763 -0.097
-1.418 0.170 -0.366
0.665 0.766 -0.478
0.019 0.133 -0.073
0.579 0.206 -0.406
-0.291 -0.198 2.035
0.482 0.030 -0.008
0.160 -0.294 -0.287
-0.294 -0.525 0.133
0.598 -0.237 0.151
0.363 -0.239 -0.121
0.220 -0.204 0.704
0.445 0.116 -0.249
-0.170 -0.491 -0.207
-0.233 -0.387 0.446
-0.383 -0.058 -0.172
0.063 0.252 -0.224
-0.443 -0.114 -0.322
-0.047 -0.176 -0.351
0.138 0.137 0.101
-0.158 0.142 0.144
0.015 -0.301 -0.339
-0.112 0.236 -0.084
0.264 0.001 0.245
0.195 -0.328 -0.078
-0.284 -0.210 0.202
0.054 0.493 -0.380
0.641 0.173 -0.318
-0.460 -0.082 -0.199
-0.144 0.031 0.718
0.304 -0.351 -0.067
-0.353 -0.174 -0.235
0.178 0.339 0.160
0.141 0.265 0.128
-0.370 -0.038 0.069
0.145 -0.261 -0.353
-0.126 -0.472 0.052
0.444 0.516 0.406
-0.009 0.294 -0.235
-0.151 -0.219 0.057
0.002 0.252 0.072
0.239 0.001 -0.143
-0.299 0.071 0.079
0.132 -0.147 -0.237
0.212 0.110 0.172
-0.760 0.286 -0.137
-0.069 -0.227 -0.039
0.178 0.092 0.130
0.052 0.342 -0.183
0.086 -0.349 0.004
-0.219 0.140 0.029
0.988 -1.805 -2.979
0.145 0.161 0.628
-0.407 0.257 -0.101
0.018 -0.472 -0.130
0.068 -0.218 0.445
0.363 0.350 0.341
-0.074 0.330 -0.249
-0.644 0.061 -0.536
0.843 0.949 1.968
-0.057 -1.117 -0.802
-0.226 -0.425 -0.882
0.128 -0.146 -0.149
-0.308 0.243 0.398
0.705 -0.336 0.367
-0.254 0.102 -0.235